No. 1
Formula: C13H21N5O2S
Source: OMol25
Level of theory: wB97M-V/def2-TZVPD

Summary:
HOMO = -0.3598 Ha
Relative energy (zero: lowest compared OMol25 entry of this formula, charge and spin) = 0.7 kcal/mol
SMILES = CCCCCCNS(=O)(=O)c1nc2nc(C)cc(C)n2n1
F_max = 1.43 eV/A
Kohn-Sham gap = 9.79 eV
Energy = -1330.41273 a.u.
Lowest unoccupied orbital energy = 0.00 eV

Each line ends with the Mulliken charge.
CARTESIAN COORDINATES (ANGSTROEM)
C: 2.8511 -4.0937 -0.4888  -1.36
C: 1.9442 -2.9201 -0.1391  -0.23
C: 0.6151 -3.3839 0.4525  -0.95
C: -0.3020 -2.2046 0.7651  -0.03
C: -1.6318 -2.6470 1.3749  -1.13
C: -2.6123 -1.4865 1.5208  -0.38
N: -3.2312 -1.1421 0.2511  -0.41
S: -3.6793 0.4383 0.0984  1.17
O: -4.2872 0.8660 1.3174  -0.64
O: -4.3889 0.5908 -1.1335  -0.65
C: -2.1096 1.2842 -0.1198  -0.11
N: -1.8847 2.5573 0.1350  -1.38
N: -0.6197 2.7293 -0.2542  0.83
C: 0.1282 3.8512 -0.2223  1.40
C: 1.4120 3.7216 -0.6858  -1.09
C: 1.8777 2.4719 -1.1569  0.97
N: 1.1200 1.3996 -1.1794  -0.56
C: -0.1182 1.5185 -0.7399  0.33
N: -1.0805 0.6129 -0.6507  -0.25
C: 3.2752 2.3279 -1.6552  -1.20
H: 3.4503 1.2980 -1.9491  0.33
H: 3.9830 2.6113 -0.8784  0.33
H: 3.4364 2.9814 -2.5109  0.31
H: 2.0702 4.5750 -0.6917  0.40
C: -0.5038 5.0875 0.3001  -1.41
H: 0.1975 5.9162 0.2964  0.38
H: -0.8675 4.9121 1.3117  0.34
H: -1.3733 5.3357 -0.3076  0.33
H: -2.6839 -1.4108 -0.5531  0.35
H: -3.4246 -1.7478 2.2044  0.38
H: -2.0956 -0.6121 1.9364  0.34
H: -2.0923 -3.4164 0.7524  0.34
H: -1.4516 -3.0801 2.3608  0.42
H: 0.2029 -1.5332 1.4644  0.26
H: -0.4807 -1.6373 -0.1500  0.16
H: 0.8029 -3.9545 1.3655  0.36
H: 0.1189 -4.0505 -0.2566  0.37
H: 2.4504 -2.2714 0.5793  0.33
H: 1.7489 -2.3270 -1.0348  0.30
H: 3.7916 -3.7415 -0.9061  0.39
H: 3.0695 -4.6853 0.3979  0.32
H: 2.3724 -4.7408 -1.2205  0.33

No. 2
Formula: ClPS
Source: OMol25
Level of theory: wB97M-V/def2-TZVPD

Summary:
HOMO = -0.3077 Ha
Relative energy (zero: lowest compared OMol25 entry of this formula, charge and spin) = 30.2 kcal/mol
SMILES = S=PCl
F_max = 6.41 eV/A
Kohn-Sham gap = 6.79 eV
Energy = -1199.67200 a.u.
Lowest unoccupied orbital energy = -1.58 eV

Each line ends with the Mulliken charge.
CARTESIAN COORDINATES (ANGSTROEM)
S: 1.2033 0.7962 -1.2762  -0.23
Cl: 0.0057 0.1181 2.3530  -0.20
P: 0.3785 0.6732 0.5107  0.43

No. 3
Formula: C2H2FOYb
Source: OMol25
Level of theory: wB97M-V/def2-TZVPD

Summary:
HOMO (spin up / spin down) = -0.7164 / -0.7164 Ha
2S+1 = 2
Relative energy (zero: lowest compared OMol25 entry of this formula, charge and spin) = 53.8 kcal/mol
Total charge = +2
F_max = 7.75 eV/A
Kohn-Sham gap (spin up / spin down) = 8.81 / 7.00 eV
Energy = -1410.40101 a.u.
Lowest unoccupied orbital energy (spin up / spin down) = -10.69 / -12.49 eV

Each line ends with the Mulliken charge.
CARTESIAN COORDINATES (ANGSTROEM)
C: 0.3678 0.3675 0.0106  0.64
C: 1.2601 -0.5694 -0.0310  -0.71
O: -0.3124 1.3356 -0.1364  -0.14
H: 0.9077 -1.6023 -0.1089  0.40
H: -2.7797 0.7889 0.0512  0.40
Yb: 3.5911 -0.1779 0.0578  1.81
F: -3.0346 -0.1424 0.1566  -0.39

No. 4
Formula: C8H15NO2
Source: OMol25
Level of theory: wB97M-V/def2-TZVPD

Summary:
HOMO = -0.3316 Ha
Relative energy (zero: lowest compared OMol25 entry of this formula, charge and spin) = 109.6 kcal/mol
F_max = 3.58 eV/A
Kohn-Sham gap = 9.28 eV
Energy = -518.92569 a.u.
Lowest unoccupied orbital energy = 0.25 eV

Each line ends with the Mulliken charge.
CARTESIAN COORDINATES (ANGSTROEM)
C: -0.1967 -0.6906 -1.3898  -1.27
C: 1.0871 -0.3357 -0.6255  0.32
C: 0.4015 0.1882 0.6549  1.30
C: -1.1606 0.2191 -0.6271  0.73
C: 2.0777 -1.4756 -0.4436  -1.77
C: 0.1209 -0.7995 1.7394  -1.80
C: 0.7150 1.5662 1.1397  -1.69
C: -1.4319 1.5923 -1.1576  -1.69
N: -2.2474 -0.3851 0.0383  1.15
O: -2.2173 -1.5969 0.2193  -0.64
O: -3.1342 0.3380 0.4678  -0.68
H: -0.1750 -0.4930 -2.4607  0.38
H: -0.4753 -1.7314 -1.2265  0.38
H: 1.5948 0.4987 -1.1187  0.44
H: 1.5922 -2.3502 -0.0199  0.37
H: 2.8986 -1.1753 0.2035  0.39
H: 2.4909 -1.7520 -1.4114  0.45
H: 1.0611 -1.1185 2.1892  0.40
H: -0.3926 -1.6850 1.3685  0.44
H: -0.4924 -0.3474 2.5167  0.41
H: -0.0866 1.9392 1.7729  0.37
H: 0.8807 2.2700 0.3303  0.35
H: 1.6226 1.5260 1.7452  0.46
H: -1.8593 2.2300 -0.3869  0.34
H: -2.1525 1.5279 -1.9753  0.47
H: -0.5214 2.0405 -1.5425  0.38

No. 5
Formula: C5H6ClNO
Source: OMol25
Level of theory: wB97M-V/def2-TZVPD

Summary:
HOMO = -0.3779 Ha
Relative energy (zero: lowest compared OMol25 entry of this formula, charge and spin) = 47.5 kcal/mol
SMILES = CO[C@H]1[C@@H](Cl)[C@@H]1C#N
F_max = 1.44 eV/A
Kohn-Sham gap = 11.05 eV
Energy = -784.24601 a.u.
Lowest unoccupied orbital energy = 0.77 eV

Each line ends with the Mulliken charge.
CARTESIAN COORDINATES (ANGSTROEM)
C: -0.7762 1.9678 -0.2729  -0.78
C: -0.2135 -0.0932 0.5814  -0.20
C: -0.3807 -1.5671 0.4747  -0.13
C: 0.6093 -0.8660 -0.4425  -0.06
C: 2.0141 -1.0762 -0.2366  -0.01
H: -1.6199 2.5222 -0.6224  0.29
H: -0.3113 2.5420 0.5460  0.31
H: -0.0618 1.9806 -1.0812  0.33
H: 0.3416 0.2378 1.4491  0.41
H: 0.0469 -2.1622 1.2704  0.38
H: 0.2700 -0.7428 -1.5079  0.39
N: 3.1504 -1.2252 -0.0560  -0.43
O: -1.2343 0.7164 0.1175  -0.32
Cl: -1.8346 -2.2340 -0.2196  -0.18

No. 6
Formula: C7H6O
Source: OMol25
Level of theory: wB97M-V/def2-TZVPD

Summary:
HOMO = -0.3200 Ha
Relative energy (zero: lowest compared OMol25 entry of this formula, charge and spin) = 178.7 kcal/mol
F_max = 4.42 eV/A
Kohn-Sham gap = 8.79 eV
Energy = -345.24043 a.u.
Lowest unoccupied orbital energy = 0.08 eV

Each line ends with the Mulliken charge.
CARTESIAN COORDINATES (ANGSTROEM)
C: -1.6151 -1.2257 -0.9825  -0.48
C: -0.5842 -0.2404 -0.7275  0.38
C: -1.4619 0.8910 -1.1466  -0.35
C: -1.6757 0.7353 0.2176  0.12
C: -2.6054 -0.2694 -0.9573  -0.60
C: 0.2765 -0.0180 0.4944  0.39
C: 1.5103 0.8811 0.6383  -1.27
O: -0.7872 0.5451 1.2473  -0.31
H: -1.4838 -2.2347 -1.2982  0.44
H: -3.6037 -0.0749 -1.0571  0.53
H: 0.7307 -1.0769 0.8600  0.21
H: 2.2703 0.6410 -0.1256  0.35
H: 1.8833 0.9394 1.7273  0.30
H: 1.2109 1.9341 0.3063  0.29

Among the records above, which one has the highest energy?
C7H6O